a:
Entry from the Open Molecules 2025 dataset: 5 unconnected molecules or ions with the total composition CH12O5 (ωB97M-V with the def2-TZVPD basis set).

Each line ends with the natural charge from an NBO analysis.
Atoms and positions in Å:
1 C -4.53688 1.70974 -1.60132  -0.285
2 O -4.48732 2.72258 -2.68744  -0.715
3 H -5.52270 1.22187 -1.74605  0.172
4 H -4.34966 2.19337 -0.57946  0.185
5 H -4.00528 0.82174 -1.86726  0.193
6 H -4.82629 3.43327 -2.28924  0.449
7 H 4.47109 -3.21089 -4.55297  0.465
8 H 5.62268 -2.12016 -4.54003  0.469
9 O 4.59528 -2.31054 -4.81335  -0.934
10 H 0.18995 2.08917 2.99418  0.468
11 H -0.53199 3.30062 2.71010  0.461
12 O -0.70813 2.48800 3.13365  -0.929
13 H -0.34948 -1.88076 1.49881  0.463
14 H -0.73820 -0.86046 2.54002  0.470
15 O 0.05594 -1.21194 2.01012  -0.933
16 H 5.19399 -2.51073 3.99463  0.467
17 H 4.84865 -3.40757 2.79501  0.467
18 O 5.07837 -2.46732 3.00060  -0.934

Summary:
Kohn-Sham gap = 0.4038 Eh
HOMO = -10.32 eV
Structure (SMILES) = CO.O.O.O.O



b:
Entry from the Open Molecules 2025 dataset: 5 unconnected molecules or ions with the total composition CH12O5 (ωB97M-V with the def2-TZVPD basis set).

Each line ends with the natural charge from an NBO analysis.
Atoms and positions in Å:
1 C -0.05106 -0.66203 -0.61574  -0.278
2 O 0.36302 -1.36496 0.50925  -0.688
3 H -0.69286 -0.97639 -1.44252  0.181
4 H -0.62653 0.32120 -0.25487  0.176
5 H 0.90929 -0.07599 -1.05054  0.151
6 H 0.96349 -1.99786 0.12184  0.458
7 H -1.96012 -3.41688 2.58942  0.452
8 H -0.82311 -3.32735 1.61784  0.458
9 O -1.15945 -2.78207 2.44025  -0.910
10 H 2.72703 4.58088 -2.97482  0.466
11 H 2.07525 3.71437 -1.91862  0.465
12 O 2.71927 3.62611 -2.61302  -0.931
13 H -1.71117 0.29670 -4.97961  0.490
14 H -0.04198 0.05675 -4.64208  0.501
15 O -0.87676 0.59549 -4.68438  -0.991
16 H -1.15156 1.15977 4.63695  0.463
17 H -1.22449 0.49606 5.98631  0.460
18 O -0.81319 0.31805 5.09855  -0.922

Summary:
Kohn-Sham gap = 0.4006 Eh
HOMO = -10.27 eV
Structure (SMILES) = CO.O.O.O.O



It comes down to a, which is 46.7 kJ/mol more stable than the next structure.



a:
Entry from the Open Molecules 2025 dataset: a gas-phase ion, C3H7N4O (charge +1) (ωB97M-V with the def2-TZVPD basis set).

Each line ends with the natural charge from an NBO analysis.
Atoms and positions in Å:
1 C -0.78354 0.42634 0.94944  -0.194
2 C -1.23914 0.24374 -0.32352  0.343
3 C 0.99641 -0.14138 -0.26442  0.558
4 N 0.56907 0.22635 0.94667  -0.019
5 N -0.12461 -0.12002 -1.04605  -0.521
6 N -2.45251 0.21184 -0.96646  -0.781
7 N 2.32601 -0.33221 -0.72310  -0.784
8 O 1.43670 0.39464 1.98276  -0.463
9 H -1.11795 0.83384 1.87703  0.247
10 H -0.20798 -0.12341 -2.05366  0.450
11 H -3.25314 0.17644 -0.26280  0.422
12 H -2.40553 -0.60691 -1.58908  0.395
13 H 3.00109 -0.28225 0.06156  0.429
14 H 2.42620 -1.11365 -1.34565  0.418
15 H 0.82893 0.20664 2.75728  0.500

Summary:
Kohn-Sham gap = 0.3544 Eh
HOMO = -12.71 eV
Charge = +1
Structure (SMILES) = Nc1cn(O)c(=[NH2+])[nH]1



b:
Entry from the Open Molecules 2025 dataset: a gas-phase ion, C3H7N4O (charge +1) (ωB97M-V with the def2-TZVPD basis set).

Each line ends with the natural charge from an NBO analysis.
Atoms and positions in Å:
1 C -0.91096 -1.19748 -0.76621  0.387
2 C 0.47083 -1.03992 1.41213  0.805
3 C 0.31754 0.83602 -0.67822  0.443
4 N 0.04067 -1.77579 -0.14130  -0.587
5 N 0.50217 0.19849 1.31336  -0.824
6 N -0.81041 0.14942 -1.00318  -0.598
7 N 0.41251 2.13104 -0.38918  -0.718
8 O 0.64780 -1.92943 2.22405  -0.548
9 H -1.86423 -1.69892 -1.28597  0.250
10 H 1.26075 0.52875 -1.07944  0.241
11 H 0.02814 -2.68298 0.13399  0.429
12 H 0.74753 0.57748 2.18255  0.419
13 H -1.73179 0.66043 -1.01778  0.444
14 H -0.44704 2.67851 -0.43990  0.416
15 H 1.33651 2.56436 -0.46488  0.441

Summary:
Kohn-Sham gap = 0.3464 Eh
HOMO = -14.07 eV
Charge = +1
Structure (SMILES) = [H]/N=C(\[O-])N/C=[NH+]\C=[NH2+]



It comes down to a, which is 47.2 kJ/mol more stable than the next structure.